1.
Formula: C21H29N4ORhS3Sb
Source: the OMol25 dataset
Level of theory: ωB97M-V/def2-TZVPD

Element x y z (Å)
Rh (-1.38965, -0.91500, -0.35758)
N (-1.70212, -2.42858, 3.70056)
C (-1.39738, -2.03144, 2.45716)
S (-2.69604, -1.38236, 1.46471)
N (-0.16423, -2.11803, 2.03485)
N (0.05912, -1.68324, 0.80084)
C (1.27636, -1.76532, 0.28901)
C (2.43411, -2.17710, 1.09465)
C (2.65553, -1.60823, 2.35362)
C (3.77426, -1.94889, 3.09078)
C (4.68372, -2.87483, 2.59741)
C (4.46195, -3.46370, 1.36193)
C (3.35019, -3.11555, 0.61367)
C (1.34912, -1.42011, -1.10974)
C (2.53091, -1.33969, -1.85540)
C (2.47294, -1.06655, -3.20416)
C (1.23544, -0.86561, -3.80840)
C (0.10907, -0.89338, -3.01372)
N (0.16238, -1.14129, -1.70613)
H (-2.66744, -2.60861, 3.91675)
H (-0.99819, -2.93599, 4.21328)
H (1.95398, -0.88235, 2.73723)
H (3.94239, -1.48300, 4.05299)
H (5.56548, -3.12870, 3.17019)
H (5.15088, -4.20731, 0.98389)
H (3.16924, -3.59776, -0.33911)
H (3.47259, -1.48417, -1.34658)
H (3.37475, -1.01672, -3.79917)
H (1.15506, -0.67314, -4.86816)
H (-0.87587, -0.72144, -3.42878)
C (-1.52731, 3.27304, -1.99308)
C (-0.33234, 3.22221, -1.05108)
Sb (-0.47176, 1.67297, 0.46218)
C (1.25008, 2.15655, 1.71400)
C (1.92265, 3.46230, 1.31420)
C (-2.10718, 2.49218, 1.62024)
C (-2.01714, 4.00253, 1.80015)
H (-1.42061, 4.11961, -2.67352)
H (-2.46535, 3.39650, -1.45028)
H (-1.60710, 2.36852, -2.59264)
H (-0.23359, 4.15562, -0.49794)
H (0.59547, 3.04943, -1.59676)
H (1.94519, 1.32051, 1.63403)
H (0.87284, 2.19062, 2.73614)
H (2.25942, 3.44307, 0.27785)
H (2.80051, 3.61894, 1.94308)
H (1.26177, 4.31836, 1.44625)
H (-2.09423, 1.97706, 2.58085)
H (-3.01985, 2.19988, 1.09988)
H (-1.07756, 4.29775, 2.27047)
H (-2.82961, 4.33937, 2.44553)
H (-2.11306, 4.53067, 0.85179)
C (-5.28592, -1.93367, -3.78353)
O (-4.69892, -0.82845, -3.07749)
C (-3.69273, -1.04704, -2.27312)
S (-2.92005, -2.51462, -2.04496)
S (-3.12200, 0.27957, -1.38653)
H (-6.02032, -1.49503, -4.44948)
H (-5.77088, -2.60930, -3.07945)
H (-4.52899, -2.48106, -4.34339)

Properties
**HOMO energy**: -10.40 eV
**ΔE to the lowest compared entry with this formula, charge and spin**: 146.5 kJ/mol
**Charge**: +1
**Energy**: -2657.05512 hartree

Mulliken atomic charge list, values in e, 2 entries: 0.47 -0.42

2.
Formula: C4H9BO2
Source: the OMol25 dataset
Level of theory: ωB97M-V/def2-TZVPD

Element x y z (Å)
B (1.58826, 0.27657, 0.04967)
C (-1.73348, -0.00298, 1.75696)
C (-1.25496, -0.57413, 0.63554)
C (-0.74233, -0.38426, -1.78455)
C (-0.61801, 0.25558, -0.40397)
O (2.15613, 1.40382, -0.38249)
O (2.21005, -0.57332, 0.84113)
H (-1.90014, -0.55294, 2.65970)
H (-1.58696, 1.08944, 1.81923)
H (-1.35579, -1.63386, 0.42006)
H (-1.75498, -0.82143, -1.86118)
H (-0.64693, 0.37975, -2.52273)
H (0.13120, -0.97457, -1.98349)
H (-0.75824, 1.26874, -0.18689)
H (3.13719, 1.41122, -0.09401)
H (3.12898, -0.56762, 1.03701)

Properties
**HOMO energy**: -7.80 eV
**ΔE to the lowest compared entry with this formula, charge and spin**: 276.4 kJ/mol
**Energy**: -333.12177 hartree

Mulliken atomic charge list, values in e, 2 entries: 0.43 -0.79

3.
Formula: C22H29ClN6O2
Source: the OMol25 dataset
Level of theory: ωB97M-V/def2-TZVPD

Element x y z (Å)
C (-2.34860, -1.41658, -3.39050)
C (-1.35344, -0.26744, -3.27630)
C (0.05822, -0.72843, -2.90125)
C (0.19206, -1.41960, -1.54395)
H (-0.58711, -2.16857, -1.41294)
C (0.19539, -0.47416, -0.34232)
N (-1.05571, 0.21285, -0.13125)
C (-1.31665, 1.53337, -0.23749)
N (-2.57255, 1.83351, 0.05628)
C (-3.15515, 0.65700, 0.36301)
C (-2.23599, -0.38054, 0.26176)
C (-2.60051, -1.73600, 0.54743)
O (-1.91806, -2.73817, 0.50162)
N (-3.94660, -1.79958, 0.91023)
C (-4.89657, -0.79910, 1.01886)
O (-6.03436, -1.04305, 1.34945)
N (-4.45444, 0.47083, 0.72728)
C (-5.35732, 1.59706, 0.80464)
H (-6.33725, 1.21743, 1.08646)
H (-4.99819, 2.30768, 1.54887)
H (-5.40579, 2.09520, -0.16325)
H (-4.29455, -2.72640, 1.13064)
C (-0.34950, 2.57372, -0.69026)
N (0.94349, 2.44595, -0.05195)
C (1.95497, 3.29737, -0.64793)
C (3.25955, 3.11182, 0.15656)
N (3.22529, 1.89244, 0.92953)
C (3.49178, 0.67542, 0.32594)
C (3.56404, -0.48348, 1.10990)
C (3.84775, -1.70477, 0.53316)
C (4.09129, -1.83070, -0.82429)
C (4.06129, -0.68253, -1.59520)
C (3.76845, 0.54798, -1.04032)
H (3.74693, 1.40742, -1.68891)
H (4.25885, -0.75029, -2.65464)
H (4.30790, -2.79289, -1.25782)
Cl (3.90767, -3.10933, 1.54336)
H (3.42227, -0.43557, 2.17721)
C (2.20710, 1.97924, 1.95933)
H (1.97415, 0.98170, 2.32351)
C (0.92503, 2.62959, 1.38713)
H (0.87226, 3.69882, 1.65296)
H (0.04086, 2.14068, 1.79779)
H (2.58995, 2.57508, 2.79544)
H (4.13400, 3.11735, -0.49322)
H (3.37337, 3.93208, 0.87188)
H (1.65587, 4.36037, -0.64259)
H (2.08288, 2.98816, -1.68861)
H (-0.82301, 3.55400, -0.51398)
H (-0.19535, 2.46461, -1.77048)
H (0.40365, -1.06827, 0.55272)
H (0.96999, 0.28458, -0.45826)
H (1.15145, -1.93994, -1.51625)
H (0.39512, -1.42819, -3.66980)
H (0.73464, 0.13050, -2.92444)
H (-1.72561, 0.46104, -2.55537)
H (-1.29421, 0.23983, -4.24331)
H (-3.30971, -1.04683, -3.74100)
H (-2.50582, -1.90141, -2.43044)
H (-1.98898, -2.16248, -4.09589)

Properties
**Structure (SMILES)**: CCCCCn1c(CN2CCN(c3cccc(Cl)c3)CC2)nc2c1c(=O)[nH]c(=O)n2C
**HOMO energy**: -8.17 eV
**ΔE to the lowest compared entry with this formula, charge and spin**: 26.1 kJ/mol
**Energy**: -1795.01936 hartree

Mulliken atomic charge list, values in e, 2 entries: -1.45 -0.03

4.
Formula: C22H27N3O3S
Source: the OMol25 dataset
Level of theory: ωB97M-V/def2-TZVPD

Element x y z (Å)
C (-2.68116, -3.38048, 1.59546)
C (-1.57446, -2.85860, 1.10392)
C (-1.13006, -1.44450, 1.35177)
N (-0.62624, -0.80592, 0.15206)
C (0.66479, -0.71637, -0.20113)
O (1.03570, -0.05597, -1.16550)
C (1.67582, -1.49771, 0.62525)
N (2.97982, -1.31748, 0.04376)
C (4.09131, -1.28351, 0.81668)
O (4.06759, -1.53873, 2.00826)
C (5.34124, -0.95913, 0.11482)
C (6.58462, -0.93178, 0.68510)
C (7.60219, -0.59080, -0.22556)
C (7.12381, -0.36168, -1.47746)
S (5.42282, -0.55730, -1.57158)
H (7.66866, -0.08773, -2.35936)
H (8.64235, -0.51900, 0.03658)
H (6.74087, -1.15371, 1.72498)
H (2.97273, -0.91915, -0.88809)
H (1.71004, -1.14088, 1.66182)
H (1.40585, -2.56071, 0.64167)
C (-1.61181, -0.09517, -0.67587)
C (-2.85082, -0.93679, -0.85837)
C (-4.03990, -0.71912, -0.17818)
C (-5.12044, -1.56178, -0.37864)
C (-5.02487, -2.62978, -1.25206)
C (-3.84331, -2.84835, -1.94054)
C (-2.76652, -2.00502, -1.74714)
H (-1.84542, -2.17572, -2.28707)
H (-3.76221, -3.67543, -2.63047)
H (-5.86815, -3.28792, -1.40094)
H (-6.04159, -1.38201, 0.15586)
H (-4.12327, 0.11080, 0.50462)
H (-1.14158, 0.03374, -1.65810)
C (-1.75939, 1.29191, -0.01923)
O (-2.53914, 1.52784, 0.88357)
N (-0.86447, 2.16317, -0.51017)
H (-0.16102, 1.80495, -1.14261)
C (-0.62212, 3.50981, 0.01478)
C (-0.17088, 3.41638, 1.47537)
H (0.03515, 4.40767, 1.86925)
H (0.73187, 2.81355, 1.55379)
H (-0.95298, 2.95714, 2.07348)
C (-1.90757, 4.33168, -0.09623)
H (-2.69440, 3.86763, 0.49073)
H (-2.23141, 4.38614, -1.13311)
H (-1.73915, 5.33934, 0.27328)
C (0.48050, 4.12823, -0.84251)
H (0.70384, 5.13328, -0.49527)
H (0.16746, 4.18437, -1.88279)
H (1.38958, 3.53307, -0.78258)
H (-1.96830, -0.84738, 1.72032)
H (-0.35059, -1.43734, 2.11927)
H (-0.91102, -3.45150, 0.48880)
H (-2.95753, -4.40390, 1.41240)
H (-3.35682, -2.80235, 2.20293)

Properties
**Structure (SMILES)**: C=CCN(C(=O)CNC(=O)c1cccs1)[C@H](C(=O)NC(C)(C)C)c1ccccc1
**HOMO energy**: -9.17 eV
**ΔE to the lowest compared entry with this formula, charge and spin**: 163.4 kJ/mol
**Energy**: -1642.74768 hartree

Mulliken atomic charge list, values in e, 2 entries: -0.99 0.26

5.
Formula: C28H30N10O2S3Tl
Source: the OMol25 dataset
Level of theory: ωB97M-V/def2-TZVPD

Element x y z (Å)
Tl (0.01611, 0.51677, 0.19854)
N (1.39918, 3.73357, 2.92191)
C (0.50633, 2.91915, 2.25182)
S (0.66091, 1.19293, 2.59639)
N (-0.35612, 3.50626, 1.47827)
N (-1.19559, 2.57904, 0.89375)
C (-2.34395, 2.98315, 0.51155)
C (-3.38732, 2.04261, 0.12339)
C (-4.51827, 2.51365, -0.54542)
C (-5.60365, 1.70195, -0.81140)
C (-5.56857, 0.38249, -0.34817)
C (-4.47271, -0.10437, 0.32948)
C (-3.32355, 0.69102, 0.56660)
O (-2.29721, 0.22592, 1.20669)
H (2.27573, 3.27561, 3.11921)
H (1.49783, 4.62984, 2.46569)
H (-2.58323, 4.04750, 0.58047)
H (-4.53393, 3.55346, -0.85517)
H (-6.46654, 2.08437, -1.33977)
H (-6.42240, -0.26679, -0.51477)
H (-4.45792, -1.12932, 0.68497)
N (-2.02421, -2.28334, 2.04963)
C (-0.78879, -2.75177, 2.12848)
N (-0.58953, -3.86393, 2.86307)
C (0.65383, -4.30441, 2.86937)
N (0.91920, -5.42929, 3.59463)
N (1.68678, -3.77380, 2.20265)
C (1.37530, -2.68616, 1.50447)
N (0.18937, -2.10289, 1.43658)
C (2.49660, -2.12135, 0.68652)
C (3.79767, -2.56199, 0.89227)
C (4.78806, -2.07989, 0.05421)
C (4.44242, -1.20344, -0.95897)
C (3.11975, -0.80369, -1.07178)
N (2.16888, -1.24604, -0.25501)
H (-2.68880, -2.74171, 2.65056)
H (-2.23071, -1.32576, 1.64337)
H (0.23293, -5.69196, 4.28001)
H (1.88703, -5.60919, 3.79534)
H (4.00415, -3.26791, 1.68162)
H (5.81631, -2.39155, 0.18880)
H (5.17960, -0.80816, -1.64419)
H (2.79905, -0.10682, -1.83419)
S (0.06965, 0.49675, -2.30098)
C (1.08746, 1.84717, -2.80294)
C (0.95181, 2.23964, -4.14104)
C (1.70953, 3.25787, -4.68523)
C (2.61224, 3.93919, -3.87160)
C (2.73292, 3.58789, -2.54286)
C (1.99428, 2.53628, -1.96950)
S (2.19856, 2.15880, -0.28216)
H (0.22828, 1.71907, -4.75756)
H (1.58784, 3.52636, -5.72731)
H (3.20766, 4.75139, -4.27194)
H (3.41601, 4.12849, -1.89969)
O (-1.96116, -1.07439, -1.21325)
C (-2.00444, -2.26780, -1.44402)
C (-0.75538, -3.11472, -1.57894)
C (-0.51972, -3.65279, -3.01369)
C (-1.70085, -3.49182, -3.97062)
C (-2.90796, -4.36033, -3.61739)
C (-3.29932, -4.24893, -2.13975)
N (-3.19417, -2.90141, -1.62388)
H (-0.81768, -3.93584, -0.85886)
H (0.07486, -2.47908, -1.27880)
H (-0.23658, -4.70845, -2.96185)
H (0.33385, -3.11913, -3.43257)
H (-1.37624, -3.72406, -4.98750)
H (-1.99961, -2.44000, -3.98565)
H (-2.68737, -5.41087, -3.83195)
H (-3.75490, -4.07828, -4.24835)
H (-2.66775, -4.90738, -1.53857)
H (-4.32528, -4.58592, -1.98591)
H (-4.00505, -2.30471, -1.55208)

Properties
**HOMO energy**: -3.84 eV
**ΔE to the lowest compared entry with this formula, charge and spin**: 25.8 kJ/mol
**Charge**: -1
**Energy**: -3150.26536 hartree

Mulliken atomic charge list, values in e, 2 entries: 1.13 -0.50